Entry 1:
146
Properties=species:S:1:pos:R:3:mulliken_charge:R:1 method="wB97M-V/def2-TZVPD" mol_weight_g_mol=1026.8 smiles="CCCC1=C(B(O)OCC)C(=O)c2c(OCC)c(COc3ccccc3)cc(COCC)c2C1=O.CCOP(=O)(OCC)OCC.CCOP(=O)(OCC)OCC.CCOP(=O)(OCC)OCC" e_tot_ha=-4240.1549 multiplicity=1
C -1.345 -5.718 5.584 -1.350
C -0.885 -4.276 5.331 -0.272
C -0.466 -4.047 3.866 -1.262
C 0.021 -2.622 3.747 -0.305
C 1.278 -2.237 4.000 0.526
B 2.476 -3.193 4.404 1.171
O 2.343 -4.223 5.296 -0.601
O 3.722 -3.018 3.827 -0.766
C 3.647 -2.783 2.412 0.454
C 2.837 -3.824 1.644 -1.234
C 1.643 -0.787 3.902 0.062
O 2.630 -0.430 4.503 -0.629
C 0.804 0.103 3.043 -0.372
C 1.315 1.311 2.542 0.220
O 2.601 1.626 2.857 -0.291
C 2.760 2.645 3.851 -0.230
C 1.846 2.540 5.062 -1.268
C 0.502 2.088 1.718 1.016
C 0.991 3.395 1.112 -0.838
O 1.672 3.216 -0.130 -0.476
C 2.870 2.528 0.036 0.169
C 2.905 1.200 -0.350 -0.196
C 4.062 0.445 -0.171 -0.448
C 5.185 1.052 0.378 -0.657
C 5.142 2.389 0.751 -0.420
C 3.989 3.144 0.578 -0.373
C -0.784 1.662 1.419 -0.923
C -1.316 0.468 1.888 0.495
C -2.709 0.063 1.478 -0.965
O -3.705 0.544 2.358 -0.405
C -4.991 0.280 1.798 0.185
C -5.965 -0.298 2.835 -1.223
C -0.499 -0.302 2.724 0.726
C -0.991 -1.598 3.318 -0.046
O -2.165 -1.835 3.462 -0.582
H -0.520 -6.424 5.465 0.289
H -2.194 -5.986 4.951 0.341
H -1.674 -5.800 6.624 0.387
H -1.699 -3.599 5.605 0.341
H -0.071 -4.071 6.028 0.281
H 0.279 -4.776 3.551 0.379
H -1.394 -4.097 3.293 0.618
H 3.038 -4.854 5.066 0.249
H 3.312 -1.769 2.160 -0.360
H 4.670 -2.837 2.028 0.548
H 3.020 -4.844 1.992 0.301
H 3.133 -3.751 0.593 0.457
H 1.760 -3.643 1.662 0.148
H 2.723 3.653 3.425 0.387
H 3.785 2.531 4.214 0.187
H 2.120 3.369 5.725 0.499
H 0.785 2.667 4.840 0.287
H 2.014 1.635 5.643 0.193
H 0.114 4.002 0.879 0.585
H 1.573 3.975 1.831 0.116
H 2.043 0.718 -0.796 0.412
H 4.057 -0.601 -0.452 0.471
H 6.088 0.472 0.526 0.451
H 6.025 2.838 1.194 0.487
H 3.972 4.184 0.882 0.442
H -1.361 2.304 0.760 0.547
H -2.890 0.457 0.467 0.283
H -2.741 -1.030 1.427 0.519
H -4.878 -0.463 1.000 -0.070
H -5.414 1.166 1.311 0.401
H -6.773 0.413 3.019 0.313
H -6.452 -1.170 2.388 0.320
H -5.477 -0.628 3.748 0.331
C -9.231 -4.929 -2.336 -0.947
C -8.051 -4.459 -1.503 -0.312
O -6.944 -4.061 -2.310 -0.361
P -7.050 -2.680 -3.163 1.135
O -7.095 -1.591 -2.155 -0.775
O -5.520 -2.573 -3.720 -0.392
C -4.696 -1.453 -3.406 -0.274
C -3.860 -1.717 -2.171 -0.962
O -7.507 -3.400 -4.570 -0.311
C -8.481 -2.723 -5.390 -0.347
C -8.020 -1.338 -5.802 -1.060
H -9.696 -4.089 -2.862 0.190
H -9.991 -5.390 -1.705 0.421
H -8.909 -5.648 -3.090 0.253
H -8.346 -3.638 -0.843 0.260
H -7.697 -5.276 -0.875 0.342
H -5.298 -0.550 -3.298 0.302
H -4.036 -1.291 -4.261 0.309
H -4.465 -2.089 -1.344 0.266
H -3.350 -0.807 -1.850 0.263
H -3.108 -2.481 -2.376 0.321
H -9.432 -2.665 -4.854 0.286
H -8.637 -3.344 -6.271 0.354
H -7.933 -0.675 -4.934 0.307
H -8.730 -0.888 -6.496 0.435
H -7.039 -1.383 -6.276 0.272
C -2.540 4.019 -10.558 -0.934
C -3.115 4.599 -9.277 -0.325
O -4.187 3.813 -8.761 -0.342
P -3.851 2.365 -8.100 1.096
O -3.073 2.656 -6.871 -0.775
O -5.319 1.981 -7.500 -0.391
C -5.512 1.749 -6.106 0.267
C -5.938 3.016 -5.392 -1.252
O -4.185 1.494 -9.457 -0.320
C -3.352 0.354 -9.749 -0.266
C -3.362 -0.667 -8.628 -1.062
H -1.991 3.094 -10.355 0.188
H -1.850 4.722 -11.025 0.412
H -3.335 3.779 -11.263 0.258
H -2.334 4.711 -8.518 0.281
H -3.525 5.589 -9.475 0.326
H -4.615 1.318 -5.660 0.330
H -6.302 1.000 -6.013 -0.070
H -5.281 3.851 -5.633 0.324
H -5.935 2.869 -4.310 0.345
H -6.944 3.305 -5.699 0.319
H -2.331 0.691 -9.950 0.271
H -3.737 -0.091 -10.666 0.364
H -2.905 -0.262 -7.718 0.340
H -2.802 -1.557 -8.915 0.453
H -4.383 -0.954 -8.378 0.183
C 12.420 2.170 3.479 -0.924
C 11.421 1.140 2.979 -0.305
O 10.464 0.788 3.975 -0.359
P 9.324 1.873 4.389 1.184
O 8.468 2.030 3.186 -0.740
O 8.396 0.955 5.363 -0.458
C 7.018 0.721 5.068 -0.337
C 6.833 -0.552 4.270 -0.698
O 10.131 2.446 5.706 -0.358
C 10.056 3.859 5.983 -0.227
C 8.628 4.331 6.176 -1.086
H 11.942 3.146 3.610 0.170
H 13.239 2.291 2.770 0.420
H 12.827 1.874 4.446 0.254
H 10.910 1.502 2.082 0.242
H 11.944 0.222 2.714 0.338
H 6.581 1.578 4.555 0.231
H 6.501 0.629 6.025 0.399
H 7.499 -0.590 3.407 0.298
H 5.803 -0.644 3.921 0.012
H 7.068 -1.424 4.883 0.325
H 10.537 4.415 5.173 0.264
H 10.635 4.033 6.889 0.355
H 8.051 4.236 5.250 0.290
H 8.609 5.379 6.477 0.414
H 8.124 3.733 6.936 0.268

***

Entry 2:
141
Properties=species:S:1:pos:R:3:mulliken_spin:R:1 method="wB97M-V/def2-TZVPD" mol_weight_g_mol=933.3 s2=2.01 e_tot_ha=-3687.4237 multiplicity=3
C -2.067 4.175 -4.742 0.000
C -1.082 3.231 -4.352 0.000
C -0.820 1.835 -5.147 0.000
C -0.384 0.757 -4.025 0.000
O -1.387 0.668 -2.985 0.000
C -2.518 -0.133 -3.417 0.000
C -3.950 0.526 -2.982 0.000
O -3.751 1.988 -3.140 0.000
C -3.595 2.599 -1.862 0.000
N -3.449 2.936 -0.702 0.000
O -4.268 0.226 -1.617 0.000
C -5.690 0.032 -1.394 0.000
C -5.892 0.140 0.224 0.000
C -4.948 -0.920 1.030 0.000
C -4.482 -0.385 2.474 0.000
C -3.134 0.488 2.475 0.000
C -1.950 -0.073 1.548 0.000
C -1.594 -1.625 1.752 0.000
C -1.079 -2.019 3.225 0.000
S 0.774 -1.999 3.433 0.000
C 1.399 -0.279 3.612 0.000
N 2.812 0.038 3.823 0.000
N 2.921 1.409 3.866 0.000
C 1.594 1.973 3.700 0.000
O 0.642 0.917 3.547 0.000
C -6.278 -1.382 -1.900 0.000
C -5.259 -2.626 -1.818 0.000
C -5.198 -3.545 -3.141 0.000
C -6.645 -3.966 -3.720 0.000
C -4.275 -2.929 -4.307 0.000
C -6.626 1.182 -2.056 0.000
S -8.451 0.960 -1.614 0.000
C -9.078 2.719 -1.453 0.000
C -8.353 3.364 -0.166 0.000
N 0.009 -0.589 -4.573 0.000
C -0.152 -0.684 -6.037 0.000
O -1.098 -1.332 -6.548 0.000
F 0.774 -0.097 -6.978 0.000
C 1.339 -1.029 -4.113 0.000
O 1.375 -1.650 -2.996 0.000
F 2.563 -0.838 -4.811 0.000
H -2.844 3.969 -5.566 0.000
H -2.107 5.204 -4.220 0.000
H -0.451 3.479 -3.425 0.000
H -1.792 1.580 -5.693 0.000
H 0.061 2.053 -5.851 0.000
H 0.557 1.203 -3.513 0.000
H -2.479 -1.181 -2.933 0.000
H -2.582 -0.247 -4.565 0.000
H -4.715 0.143 -3.747 0.000
H -6.962 -0.085 0.553 0.000
H -5.514 1.185 0.505 0.000
H -4.093 -1.338 0.386 0.000
H -5.643 -1.830 1.236 0.000
H -5.362 0.214 2.927 0.000
H -4.380 -1.323 3.150 0.000
H -2.775 0.566 3.570 0.000
H -3.404 1.563 2.130 0.000
H -2.304 0.056 0.449 0.000
H -1.021 0.586 1.660 0.000
H -0.825 -1.909 0.943 0.000
H -2.542 -2.265 1.553 0.000
H -1.396 -3.123 3.393 0.000
H -1.557 -1.405 4.066 0.000
H 1.284 3.079 3.656 0.000
H -6.755 -1.259 -2.949 0.000
H -7.171 -1.633 -1.201 0.000
H -5.638 -3.319 -0.967 0.000
H -4.183 -2.347 -1.527 0.000
H -4.687 -4.538 -2.816 0.000
H -7.229 -3.039 -4.067 0.000
H -6.443 -4.649 -4.636 0.000
H -7.256 -4.591 -2.959 0.000
H -3.164 -2.972 -4.040 0.000
H -4.659 -1.875 -4.552 0.000
H -4.465 -3.565 -5.253 0.000
H -6.317 2.247 -1.738 0.000
H -6.613 1.156 -3.217 0.000
H -8.790 3.296 -2.410 0.000
H -10.228 2.640 -1.331 0.000
H -8.102 4.463 -0.430 0.000
H -7.344 2.871 0.100 0.000
H -8.997 3.306 0.779 0.000
C 4.163 3.559 6.273 0.014
C 3.825 4.368 7.556 0.026
C 2.819 5.518 7.286 0.020
C 3.412 6.760 6.651 -0.019
C 4.637 7.232 7.432 0.018
C 5.686 6.114 7.593 0.026
N 5.104 4.850 8.165 0.290
O 4.863 5.074 9.490 0.625
C 6.333 5.874 6.204 0.015
C 6.868 6.641 8.444 -0.005
C 3.048 3.328 8.413 -0.008
H 5.089 3.845 5.783 -0.004
H 4.316 2.500 6.507 0.000
H 3.367 3.628 5.532 0.000
H 2.363 5.820 8.237 0.004
H 1.993 5.154 6.666 0.001
H 3.664 6.569 5.602 0.001
H 2.665 7.560 6.641 0.002
H 5.076 8.095 6.920 0.000
H 4.313 7.598 8.415 0.004
H 7.026 5.028 6.229 -0.008
H 6.905 6.751 5.884 0.000
H 5.608 5.709 5.406 0.001
H 6.558 6.993 9.431 0.000
H 7.354 7.490 7.953 0.000
H 7.628 5.864 8.577 -0.001
H 3.686 2.491 8.711 -0.001
H 2.216 2.915 7.831 0.001
H 2.610 3.763 9.315 -0.001
C 4.664 -3.874 -5.005 0.014
C 4.033 -4.917 -4.041 0.032
C 4.033 -4.436 -2.569 0.018
C 5.359 -4.560 -1.847 -0.017
C 5.923 -5.972 -1.994 0.018
C 6.032 -6.397 -3.474 0.028
N 4.740 -6.222 -4.225 0.291
O 3.889 -7.206 -3.809 0.624
C 7.186 -5.580 -4.113 0.016
C 6.551 -7.855 -3.551 -0.006
C 2.540 -4.919 -4.477 -0.007
H 5.704 -4.060 -5.263 -0.010
H 4.156 -3.881 -5.976 0.000
H 4.604 -2.863 -4.601 0.000
H 3.295 -5.020 -2.006 -0.001
H 3.688 -3.398 -2.517 0.005
H 6.068 -3.813 -2.219 0.000
H 5.220 -4.340 -0.783 0.002
H 6.905 -6.017 -1.512 0.000
H 5.283 -6.671 -1.442 0.003
H 7.259 -5.769 -5.188 -0.008
H 8.149 -5.855 -3.670 0.000
H 7.103 -4.505 -3.951 0.001
H 5.912 -8.562 -3.016 0.000
H 7.546 -7.939 -3.102 0.000
H 6.635 -8.183 -4.592 0.000
H 2.416 -5.298 -5.496 -0.003
H 2.145 -3.897 -4.457 0.001
H 1.904 -5.510 -3.813 -0.001